1.
A structure of composition C30H30N5O5S2Se2Te2Y in a non-equilibrium geometry. Source: the OMol25 dataset; level of theory: ωB97M-V/def2-TZVPD.

F_max: 0.0503 hartree/bohr
Gap between HOMO and LUMO: 5.0 eV
Relative energy (zero: lowest compared OMol25 entry of this formula, charge and spin): 1.1841 eV
Electronic energy: -217282.8780 eV

Structure (ORCA input):
```
! wB97M-V def2-TZVPD RIJCOSX def2/J DEFGRID3
* xyz -2 1
Y -0.61 1.00 -1.64
C 0.24 5.59 4.00
C -0.65 4.80 3.08
C -0.55 4.96 1.70
C -1.29 4.17 0.84
C -2.14 3.20 1.35
C -2.28 3.06 2.73
C -1.54 3.86 3.58
S -2.82 1.98 0.25
O -4.22 1.82 0.53
O -2.46 2.48 -1.09
N -1.94 0.68 0.44
C -2.44 -0.45 1.09
C -3.31 -0.42 2.21
C -3.66 -1.60 2.81
C -3.17 -2.81 2.32
C -2.39 -2.75 1.18
N -2.03 -1.61 0.58
H 1.23 5.11 4.07
H -0.17 5.64 5.01
H 0.40 6.61 3.64
H 0.16 5.67 1.29
H -1.20 4.29 -0.24
H -2.96 2.32 3.13
H -1.64 3.73 4.65
H -3.72 0.52 2.54
H -4.31 -1.59 3.68
H -3.41 -3.75 2.78
H -2.02 -3.65 0.70
C 0.70 -0.48 -4.85
C 1.86 -0.27 -3.94
C 3.10 -0.86 -4.27
C 4.16 -0.75 -3.43
C 4.04 0.03 -2.26
C 5.11 0.16 -1.35
C 4.96 0.95 -0.25
C 3.76 1.66 -0.05
C 2.69 1.58 -0.91
S 1.31 2.62 -0.62
C 2.80 0.68 -2.03
N 1.72 0.47 -2.86
H 0.96 -1.17 -5.65
H 0.39 0.48 -5.29
H -0.16 -0.88 -4.32
H 3.18 -1.42 -5.20
H 5.11 -1.23 -3.65
H 6.03 -0.38 -1.54
H 5.77 1.05 0.47
H 3.66 2.31 0.82
O 0.69 -0.28 -0.05
N 0.78 -1.53 -0.20
N 0.19 -1.96 -1.24
O -0.45 -1.20 -2.08
C 0.26 -3.36 -1.56
C 1.22 -4.18 -0.98
C 1.27 -5.52 -1.35
C 0.38 -6.02 -2.30
C -0.57 -5.18 -2.85
C -0.64 -3.84 -2.48
H 1.91 -3.76 -0.25
H 2.01 -6.17 -0.90
H 0.44 -7.06 -2.59
H -1.28 -5.56 -3.57
H -1.42 -3.19 -2.88
Se -4.17 -2.26 -2.97
Te -3.30 -0.10 -2.13
Te -2.74 1.06 -4.55
Se -0.82 2.58 -3.88
C -0.45 0.02 4.55
C 0.31 -0.25 3.26
O 0.42 0.97 2.55
H -0.51 -0.88 5.16
H -1.47 0.35 4.31
H 0.04 0.82 5.11
H -0.22 -1.00 2.67
H 1.30 -0.66 3.50
H 0.59 0.73 1.62
*
```

In elementary charge units, the Löwdin charges are: 0.722, -0.061, -0.275, -0.042, -0.083, -0.253, -0.059, -0.048, 0.489, -0.313, -0.564, -0.243, -0.422, -0.033, -0.085, -0.091, -0.136, 0.113, 0.082, 0.066, 0.070, 0.113, 0.101, 0.095, 0.107, 0.081, 0.098, 0.086, 0.105, -0.087, -0.309, -0.027, -0.030, -0.173, -0.079, -0.109, -0.136, -0.621, 0.577, -0.213, 0.086, 0.074, 0.006, 0.037, 0.100, 0.106, 0.094, 0.090, 0.089, -0.260, 0.020, -0.215, -0.330, -0.159, -0.029, -0.109, -0.117, -0.077, -0.011, 0.102, 0.090, 0.088, 0.103, 0.039, -0.411, 0.331, 0.166, -0.204, -0.093, -0.334, -0.093, 0.066, 0.053, 0.067, 0.097, 0.106, 0.019

=====

2.
A structure of composition C30H30N9OPt in a non-equilibrium geometry. Source: the OMol25 dataset; level of theory: ωB97M-V/def2-TZVPD.

F_max: 0.0291 hartree/bohr
Gap between HOMO and LUMO (spin up / spin down): 7.4 / 6.0 eV
Relative energy (zero: lowest compared OMol25 entry of this formula, charge and spin): 1.1950 eV
Electronic energy: -50294.9718 eV

Structure (ORCA input):
```
! wB97M-V def2-TZVPD RIJCOSX def2/J DEFGRID3
* xyz 1 3
Pt 0.29 0.00 -2.40
C -2.71 3.18 0.79
C -2.61 1.90 1.31
C -2.28 0.84 0.48
C -2.02 1.06 -0.87
C -2.13 2.36 -1.39
C -2.48 3.41 -0.56
N -1.56 0.06 -1.70
C -2.15 -1.18 -1.74
C -3.45 -1.45 -1.30
C -3.94 -2.74 -1.38
C -3.14 -3.78 -1.84
C -1.86 -3.53 -2.32
C -1.37 -2.23 -2.33
N -0.17 -1.82 -2.83
N 0.76 -2.59 -3.31
C 1.91 -1.97 -3.53
C 3.03 -2.65 -4.05
C 4.20 -1.97 -4.29
C 4.26 -0.60 -4.00
C 3.16 0.01 -3.45
N 2.02 -0.62 -3.22
H -2.98 4.01 1.43
H -2.79 1.72 2.36
H -2.19 -0.17 0.88
H -1.98 2.51 -2.45
H -2.59 4.40 -0.97
H -4.07 -0.64 -0.93
H -4.95 -2.93 -1.06
H -3.53 -4.78 -1.86
H -1.25 -4.33 -2.70
H 2.93 -3.71 -4.27
H 5.06 -2.48 -4.69
H 5.16 -0.04 -4.20
H 3.18 1.06 -3.17
C 1.82 1.05 1.08
C 1.57 -0.40 0.94
N 1.13 -0.99 -0.15
C 1.07 -2.32 0.13
C 1.46 -2.54 1.41
N 1.79 -1.31 1.92
C 2.22 -1.03 3.27
N 1.28 -0.17 3.93
N 1.60 1.11 4.23
N 0.61 1.72 4.71
C -0.47 0.87 4.74
C -1.79 1.05 5.14
C -2.64 -0.02 4.98
C -2.20 -1.25 4.46
C -0.90 -1.46 4.08
C -0.04 -0.38 4.22
H 2.23 1.43 0.14
H 2.51 1.26 1.89
H 0.89 1.59 1.28
H 0.76 -3.04 -0.60
H 1.55 -3.44 1.98
H 3.18 -0.50 3.27
H 2.32 -1.98 3.80
H -2.12 1.99 5.54
H -3.68 0.09 5.25
H -2.92 -2.05 4.37
H -0.56 -2.41 3.70
C 1.63 4.32 -1.09
C 1.25 3.38 -2.22
O 0.82 2.12 -1.71
H 1.90 5.29 -1.49
H 2.47 3.93 -0.52
H 0.79 4.46 -0.41
H 2.11 3.19 -2.87
H 0.45 3.84 -2.83
H 0.14 2.30 -1.04
*
```

In elementary charge units, the Löwdin charges are: 1.252, -0.057, -0.052, -0.012, -0.307, -0.043, -0.066, -0.059, -0.220, 0.001, -0.061, -0.050, -0.001, -0.212, -0.189, 0.098, -0.326, 0.011, -0.046, -0.044, -0.120, -0.089, 0.111, 0.099, 0.122, 0.123, 0.115, 0.122, 0.110, 0.114, 0.114, 0.120, 0.116, 0.109, 0.106, 0.007, -0.339, 0.061, -0.125, -0.056, -0.017, -0.063, -0.059, 0.047, 0.081, -0.224, -0.018, -0.086, -0.075, -0.011, -0.160, 0.067, 0.071, 0.086, 0.089, 0.119, 0.147, 0.149, 0.117, 0.107, 0.108, 0.106, -0.054, -0.257, -0.241, 0.087, 0.079, 0.079, 0.112, 0.121, 0.057

=====

3.
A structure of composition C30H31BMnN6OSSb in a non-equilibrium geometry. Source: the OMol25 dataset; level of theory: ωB97M-V/def2-TZVPD.

F_max: 0.0274 hartree/bohr
Gap between HOMO and LUMO (spin up / spin down): 6.0 / 6.7 eV
Electronic energy: -91943.2296 eV

Structure (ORCA input):
```
! wB97M-V def2-TZVPD RIJCOSX def2/J DEFGRID3
* xyz 3 2
Mn 0.60 -0.51 0.81
C 1.50 1.95 3.99
C 0.82 1.64 2.82
N 1.37 0.55 2.26
N 2.38 0.14 3.06
C 2.48 0.98 4.10
B 3.17 -1.14 2.82
N 2.32 -2.39 3.29
C 2.70 -3.26 4.22
C 1.83 -4.35 4.23
C 0.91 -4.09 3.25
N 1.21 -2.89 2.69
N 3.39 -1.35 1.32
C 4.43 -1.92 0.71
C 4.09 -2.19 -0.61
C 2.78 -1.75 -0.74
N 2.38 -1.22 0.43
H 1.30 2.77 4.66
H -0.02 2.14 2.37
H 3.25 0.87 4.85
H 4.19 -1.13 3.42
H 3.57 -3.10 4.83
H 1.87 -5.22 4.86
H 0.06 -4.68 2.94
H 5.35 -2.13 1.23
H 4.70 -2.64 -1.38
H 2.14 -1.79 -1.60
S -1.25 0.49 0.19
Sb -1.47 1.51 -1.97
C -2.86 0.00 -2.61
C -4.05 -0.06 -1.88
C -4.97 -1.04 -2.20
C -4.70 -1.94 -3.22
C -3.51 -1.87 -3.93
C -2.57 -0.90 -3.63
C -2.36 3.44 -1.61
C -3.68 3.63 -1.95
C -4.24 4.88 -1.74
C -3.48 5.90 -1.19
C -2.15 5.69 -0.86
C -1.57 4.44 -1.06
C 0.63 1.47 -2.48
C 1.55 1.59 -1.44
C 2.90 1.68 -1.74
C 3.33 1.61 -3.05
C 2.41 1.47 -4.08
C 1.05 1.42 -3.80
H -4.25 0.64 -1.08
H -5.90 -1.10 -1.65
H -5.43 -2.71 -3.47
H -3.31 -2.58 -4.73
H -1.65 -0.84 -4.19
H -4.28 2.84 -2.40
H -5.28 5.05 -2.00
H -3.92 6.87 -1.02
H -1.55 6.49 -0.44
H -0.52 4.28 -0.81
H 1.23 1.72 -0.40
H 3.61 1.82 -0.94
H 4.38 1.69 -3.28
H 2.73 1.42 -5.11
H 0.33 1.36 -4.61
C -1.92 -1.61 2.39
O -0.50 -1.35 2.28
C 0.37 -2.24 1.70
C -0.17 -3.19 0.67
H -2.38 -1.89 1.44
H -2.37 -0.68 2.74
H -2.06 -2.38 3.15
H -0.93 -3.86 1.08
H 0.63 -3.79 0.25
H -0.65 -2.63 -0.14
*
```

In elementary charge units, the Löwdin charges are: 0.530, 0.012, -0.081, -0.041, 0.005, 0.001, -0.433, 0.097, 0.027, 0.044, 0.026, 0.031, 0.011, 0.012, 0.016, -0.079, -0.047, 0.126, 0.108, 0.150, 0.139, 0.156, 0.136, 0.150, 0.154, 0.127, 0.135, 0.392, 1.548, -0.376, -0.150, -0.045, -0.033, -0.047, -0.112, -0.354, -0.113, -0.037, -0.025, -0.044, -0.118, -0.353, -0.189, -0.063, -0.032, -0.032, -0.102, 0.101, 0.124, 0.126, 0.124, 0.104, 0.102, 0.126, 0.127, 0.123, 0.104, 0.059, 0.122, 0.127, 0.129, 0.112, -0.009, -0.197, -0.396, 0.020, 0.087, 0.107, 0.124, 0.113, 0.117, 0.095

=====

4.
A structure of composition C30H31BeN5O3. Source: the OMol25 dataset; level of theory: ωB97M-V/def2-TZVPD.

F_max: 0.0137 hartree/bohr
Gap between HOMO and LUMO: 8.0 eV
Relative energy (zero: lowest compared OMol25 entry of this formula, charge and spin): 0.1546 eV
Electronic energy: -45611.4271 eV

Structure (ORCA input):
```
! wB97M-V def2-TZVPD RIJCOSX def2/J DEFGRID3
* xyz 0 1
Be 0.84 0.95 -0.87
C 2.69 1.15 1.89
C 1.63 2.18 2.18
C 1.30 2.52 3.49
C 0.32 3.46 3.76
C -0.33 4.09 2.71
C -0.02 3.79 1.38
C -0.76 4.47 0.26
C 0.97 2.83 1.12
N 1.27 2.42 -0.21
C 1.80 3.29 -1.10
O 2.18 4.44 -0.94
C 1.92 2.62 -2.45
C 2.71 3.10 -3.47
C 2.87 2.31 -4.60
C 2.27 1.06 -4.66
C 1.51 0.64 -3.60
N 1.30 1.43 -2.53
C 0.90 -0.75 -3.54
O 0.38 -1.22 -4.54
N 0.98 -1.34 -2.32
C 0.16 -2.47 -1.97
C 0.76 -3.69 -1.62
C 2.22 -3.96 -1.85
C -0.05 -4.71 -1.14
C -1.43 -4.57 -1.06
C -2.01 -3.39 -1.49
C -1.25 -2.33 -1.95
C -1.95 -1.09 -2.45
H 3.29 0.96 2.78
H 3.35 1.48 1.08
H 2.26 0.20 1.56
H 1.83 2.03 4.30
H 0.07 3.71 4.78
H -1.10 4.83 2.91
H -1.63 5.00 0.65
H -1.10 3.74 -0.48
H -0.12 5.18 -0.25
H 3.19 4.06 -3.34
H 3.50 2.66 -5.42
H 2.40 0.40 -5.51
H 2.87 -3.17 -1.48
H 2.41 -4.04 -2.93
H 2.51 -4.91 -1.39
H 0.41 -5.65 -0.86
H -2.04 -5.38 -0.68
H -3.10 -3.29 -1.48
H -3.01 -1.13 -2.18
H -1.88 -1.04 -3.54
H -1.52 -0.18 -2.05
N -0.69 0.56 -0.16
C -1.31 0.13 0.72
N -2.03 -0.36 1.69
C -3.03 -1.42 1.41
C -3.50 -2.01 2.73
C -2.31 -2.41 3.59
C -1.38 -1.21 3.90
C -1.75 0.03 3.09
H -2.56 -2.19 0.80
H -3.86 -1.00 0.84
H -4.12 -2.88 2.50
H -4.14 -1.29 3.26
H -1.75 -3.18 3.06
H -2.66 -2.85 4.52
H -0.34 -1.47 3.69
H -1.43 -0.93 4.95
H -0.95 0.76 3.09
H -2.64 0.52 3.49
O 2.89 -0.92 -0.95
C 1.76 -0.58 -1.13
*
```

In elementary charge units, the Löwdin charges are: 0.084, -0.031, -0.208, -0.071, -0.099, -0.056, -0.201, -0.033, -0.180, 0.056, -0.440, 0.064, -0.119, 0.027, -0.014, 0.025, -0.128, 0.140, -0.417, 0.081, 0.064, -0.127, -0.185, -0.026, -0.053, -0.087, -0.082, -0.196, -0.035, 0.078, 0.085, 0.066, 0.107, 0.099, 0.106, 0.075, 0.079, 0.079, 0.127, 0.116, 0.127, 0.055, 0.094, 0.075, 0.107, 0.101, 0.108, 0.079, 0.083, 0.044, 0.261, -0.125, -0.043, -0.117, -0.180, -0.173, -0.152, -0.119, 0.108, 0.128, 0.118, 0.116, 0.113, 0.107, 0.113, 0.113, 0.112, 0.127, 0.056, -0.209

=====

5.
A cluster of 2 separate species, C30H31F3N2OS in total in a non-equilibrium geometry. Source: the OMol25 dataset; level of theory: ωB97M-V/def2-TZVPD.

F_max: 0.0535 hartree/bohr
Gap between HOMO and LUMO: 3.7 eV
Electronic energy: -55627.5694 eV

Structure (ORCA input):
```
! wB97M-V def2-TZVPD RIJCOSX def2/J DEFGRID3
* xyz 0 1
C 3.17 4.92 0.12
N 2.88 3.51 -0.05
C 3.86 2.60 -0.38
O 5.03 2.83 -0.58
C 3.19 1.23 -0.45
C 3.77 0.26 0.59
C 5.24 0.00 0.44
C 6.13 0.35 1.44
C 7.49 0.15 1.29
C 7.97 -0.41 0.13
C 7.10 -0.78 -0.87
C 5.74 -0.59 -0.71
N 1.72 1.47 -0.25
C 0.75 0.51 -0.36
C -0.59 0.78 -0.21
C -1.64 -0.11 -0.33
C -3.01 0.23 -0.16
C -4.00 -0.76 -0.27
C -5.33 -0.45 -0.09
C -5.74 0.85 0.20
C -7.18 1.16 0.41
C -4.77 1.84 0.31
C -3.43 1.54 0.13
C 1.50 2.94 0.00
C 0.92 3.18 1.39
C 0.69 3.57 -1.13
H 4.24 5.08 0.06
H 2.68 5.50 -0.65
H 2.81 5.25 1.09
H 3.33 0.82 -1.46
H 3.58 0.68 1.59
H 3.22 -0.68 0.56
H 5.75 0.79 2.35
H 8.17 0.44 2.07
H 9.04 -0.54 0.00
H 7.48 -1.22 -1.78
H 5.06 -0.88 -1.49
H 1.06 -0.49 -0.58
H -0.85 1.79 0.02
H -1.41 -1.14 -0.56
H -3.71 -1.77 -0.48
H -6.08 -1.22 -0.17
H -7.33 2.22 0.63
H -7.77 0.93 -0.49
H -7.59 0.59 1.24
H -5.07 2.84 0.54
H -2.71 2.33 0.22
H 1.60 2.79 2.14
H 0.78 4.24 1.58
H -0.04 2.68 1.53
H 1.23 3.44 -2.07
H -0.29 3.12 -1.25
H 0.56 4.64 -0.97
F -1.56 -6.08 -2.34
C -2.86 -5.72 -2.29
F -3.10 -4.75 -3.20
F -3.65 -6.79 -2.52
C -3.16 -5.17 -0.91
C -4.43 -5.30 -0.37
C -4.71 -4.77 0.87
C -3.74 -4.10 1.57
C -2.46 -3.95 1.03
S -1.28 -3.12 1.86
C -2.18 -4.50 -0.22
H -5.18 -5.82 -0.94
H -5.70 -4.88 1.29
H -3.95 -3.68 2.54
H -1.20 -4.41 -0.65
*
```

In elementary charge units, the Löwdin charges are: -0.007, -0.030, -0.389, 0.110, -0.143, -0.079, -0.237, -0.040, -0.077, -0.088, -0.075, -0.041, 0.052, 0.031, -0.077, 0.041, -0.199, 0.021, -0.013, -0.257, -0.043, -0.030, -0.005, -0.436, 0.010, 0.007, 0.098, 0.089, 0.089, 0.163, 0.128, 0.128, 0.111, 0.103, 0.103, 0.104, 0.112, 0.149, 0.053, 0.097, 0.113, 0.122, 0.077, 0.089, 0.091, 0.111, 0.100, 0.100, 0.089, 0.077, 0.104, 0.073, 0.089, 0.131, -0.575, 0.135, 0.129, -0.157, -0.060, -0.099, -0.151, -0.873, 0.465, -0.100, 0.105, 0.096, 0.087, 0.099

=====

6.
A structure of composition C30H31IrN6O5S in a non-equilibrium geometry. Source: the OMol25 dataset; level of theory: ωB97M-V/def2-TZVPD.

F_max: 0.0610 hartree/bohr
Gap between HOMO and LUMO: 5.9 eV
Electronic energy: -64464.6466 eV

Structure (ORCA input):
```
! wB97M-V def2-TZVPD RIJCOSX def2/J DEFGRID3
* xyz 0 1
Ir 0.87 -0.96 0.58
C -0.35 -3.32 2.53
N -0.70 -1.91 2.30
C -0.38 -1.12 3.51
C 1.12 -0.88 3.69
C 1.66 0.42 3.13
N 1.87 0.43 1.68
C 2.51 1.44 1.21
C 2.83 1.74 -0.14
C 3.33 3.04 -0.42
C 3.59 3.46 -1.69
C 3.40 2.56 -2.76
C 2.96 1.29 -2.52
C 2.66 0.82 -1.21
O 2.25 -0.39 -1.08
C -2.12 -1.82 1.88
C -2.35 -1.55 0.40
C -1.62 -2.46 -0.58
N -0.16 -2.49 -0.39
C 0.43 -3.56 -0.80
C 1.75 -4.01 -0.49
C 2.19 -5.22 -1.07
C 3.36 -5.82 -0.70
C 4.15 -5.23 0.30
C 3.75 -4.06 0.89
C 2.55 -3.40 0.51
O 2.21 -2.34 1.17
H -0.93 -3.72 3.38
H 0.71 -3.42 2.75
H -0.58 -3.91 1.65
H -0.77 -1.64 4.39
H -0.90 -0.16 3.45
H 1.68 -1.70 3.25
H 1.33 -0.88 4.76
H 2.63 0.60 3.62
H 1.00 1.25 3.41
H 2.82 2.21 1.92
H 3.48 3.72 0.41
H 3.93 4.47 -1.88
H 3.60 2.89 -3.77
H 2.81 0.59 -3.33
H -2.60 -1.00 2.43
H -2.64 -2.74 2.16
H -2.11 -0.52 0.17
H -3.42 -1.67 0.21
H -1.85 -2.12 -1.60
H -2.01 -3.48 -0.50
H -0.16 -4.27 -1.38
H 1.56 -5.68 -1.83
H 3.67 -6.75 -1.16
H 5.07 -5.70 0.60
H 4.34 -3.58 1.66
O -3.26 3.91 -5.39
S -4.22 4.85 -4.86
O -5.60 4.56 -5.17
O -3.82 6.24 -4.90
C -4.17 4.57 -3.00
N -5.08 5.24 -2.31
C -4.99 5.06 -0.98
C -4.01 4.26 -0.42
C -3.11 3.59 -1.25
N -3.22 3.78 -2.59
C -2.09 2.67 -0.82
C -1.79 2.43 0.53
C -0.90 1.44 0.87
N -0.28 0.65 -0.03
C -0.49 0.94 -1.33
C -1.35 1.92 -1.75
H -5.73 5.57 -0.38
H -3.97 4.15 0.66
H -2.24 3.01 1.32
H -0.68 1.25 1.91
H 0.06 0.34 -2.04
H -1.49 2.12 -2.80
*
```

In elementary charge units, the Löwdin charges are: 1.450, -0.058, -0.232, -0.188, -0.168, -0.201, -0.129, -0.080, -0.146, -0.044, -0.085, -0.056, -0.009, -0.369, -0.130, -0.159, -0.161, -0.188, -0.125, -0.087, -0.142, -0.043, -0.091, -0.066, -0.004, -0.336, -0.235, 0.107, 0.085, 0.089, 0.129, 0.105, 0.086, 0.123, 0.128, 0.120, 0.143, 0.113, 0.104, 0.113, 0.119, 0.124, 0.126, 0.068, 0.130, 0.131, 0.122, 0.141, 0.115, 0.102, 0.109, 0.117, -0.374, 0.395, -0.362, -0.361, -0.348, 0.144, -0.100, -0.003, -0.218, 0.163, -0.109, 0.024, -0.127, -0.125, -0.088, 0.055, 0.110, 0.094, 0.114, 0.090, 0.122, 0.133

=====

What is the formula in the fifth record? C30H31F3N2OS